[1]
DFT (ωB97M-V/def2-TZVPD) results for a molecular structure, C15H21O2S4Sr.

XYZ file:
```
43
Properties=species:S:1:pos:R:3:forces:R:3:nbo_charge:R:1
Sr 0.1401 -0.3997 0.0602 -0.326 0.354 0.071 1.761
C -1.3157 2.3151 2.6861 0.047 0.073 -0.007 -0.540
C -1.3395 3.2584 1.4893 -0.080 -0.026 0.073 -0.531
S -0.1211 2.7754 0.2392 0.072 0.035 -0.036 0.146
C -0.8518 3.4286 -1.2858 -0.010 -0.018 -0.073 -0.529
C -0.2912 2.7123 -2.5097 -0.014 0.061 0.044 -0.537
S -0.6428 0.9369 -2.6204 -0.054 0.062 -0.173 0.149
C -2.4472 0.9257 -2.8446 -0.048 -0.035 0.055 -0.535
C -3.0965 -0.3575 -2.3381 0.011 0.036 -0.086 -0.537
S -2.8825 -0.7356 -0.5788 -0.125 0.000 0.004 0.162
C -3.5283 0.7729 0.1954 0.046 0.023 0.048 -0.542
C -3.4250 0.6774 1.7144 -0.027 -0.012 -0.025 -0.547
S -1.7404 0.5785 2.3895 -0.076 -0.022 0.027 0.167
H -1.9799 2.7019 3.4599 -0.023 -0.028 -0.015 0.246
H -0.3157 2.2766 3.1234 -0.012 -0.011 0.007 0.251
H -1.1188 4.2663 1.8412 0.031 0.001 -0.031 0.247
H -2.3294 3.2830 1.0316 0.015 -0.013 -0.010 0.216
H -0.6295 4.4923 -1.3744 0.025 -0.008 0.047 0.246
H -1.9369 3.3272 -1.2339 0.003 -0.015 0.031 0.211
H 0.7973 2.7886 -2.5308 0.000 -0.034 -0.015 0.251
H -0.6549 3.1978 -3.4156 -0.016 -0.025 -0.001 0.248
H -2.6636 1.0248 -3.9086 0.036 -0.006 0.000 0.248
H -2.8800 1.7907 -2.3441 0.044 0.008 0.009 0.217
H -2.7006 -1.2285 -2.8626 0.016 -0.005 0.026 0.252
H -4.1651 -0.3188 -2.5551 0.014 -0.004 0.026 0.245
H -4.5759 0.8888 -0.0895 0.002 -0.021 -0.008 0.240
H -2.9698 1.6369 -0.1630 0.008 -0.031 -0.033 0.204
H -3.9437 -0.2117 2.0747 0.025 -0.004 -0.003 0.254
H -3.9195 1.5358 2.1717 0.024 0.001 0.018 0.244
O 2.1969 -0.9456 1.0909 0.290 0.184 0.290 -0.842
C 2.2754 -2.0273 0.4331 0.178 -0.134 0.042 0.758
O 1.3608 -2.3446 -0.3882 -0.025 -0.436 -0.303 -0.848
C 3.4419 -2.9320 0.6206 -0.025 0.029 0.004 -0.135
C 3.5261 -4.1118 -0.1120 -0.005 0.008 0.005 -0.172
C 4.6116 -4.9543 0.0627 -0.018 -0.003 -0.014 -0.222
C 5.6093 -4.6187 0.9675 0.008 -0.007 0.001 -0.177
C 5.5260 -3.4417 1.6997 0.034 -0.013 0.013 -0.222
C 4.4432 -2.5970 1.5273 -0.068 0.035 -0.022 -0.172
H 2.7372 -4.3538 -0.8104 -0.002 -0.003 -0.003 0.230
H 4.6818 -5.8727 -0.5046 -0.002 -0.002 -0.003 0.220
H 6.4559 -5.2788 1.1023 0.013 -0.001 0.008 0.220
H 6.3065 -3.1866 2.4038 0.003 0.006 0.005 0.220
H 4.3553 -1.6753 2.0856 0.015 0.001 0.009 0.230
```
Positions in Å, forces in eV/Å.

Output
HOMO level in eV: -11.20
Total charge: +1
Energy relative to the best compared isomer or geometry (same formula, charge and spin) in eV: 0.0000

***

[2]
DFT (ωB97M-V/def2-TZVPD) results for a molecular structure, C15H22BN6Tl.

XYZ file:
```
45
Properties=species:S:1:pos:R:3:forces:R:3:nbo_charge:R:1
Tl -0.3409 -0.1506 0.4970 -0.065 -0.019 0.068 0.690
C -2.7212 2.3200 -0.7125 0.059 -0.062 0.024 -0.641
C -1.5442 2.2762 -1.6241 0.282 -0.119 -0.028 0.159
C -1.2817 3.0081 -2.7815 0.203 -0.101 -0.008 -0.357
C -0.0402 2.5661 -3.2126 -0.255 0.183 -0.003 0.206
C 0.7227 3.0082 -4.4098 0.097 -0.103 0.049 -0.642
N 0.3869 1.6276 -2.3477 0.129 0.322 -0.468 -0.315
N -0.5278 1.4538 -1.3845 -0.497 -0.060 0.483 -0.369
B 1.7013 0.8163 -2.3591 -0.413 -0.216 0.571 0.537
N 2.4661 1.0760 -1.0424 0.450 0.214 -0.306 -0.322
N 1.9349 0.7972 0.1585 -0.240 -0.122 0.618 -0.363
C 2.8244 1.1251 1.0889 -0.031 0.000 -0.246 0.161
C 2.5558 0.9452 2.5418 -0.084 -0.032 -0.070 -0.635
C 3.9704 1.6326 0.4751 -0.151 -0.052 -0.258 -0.360
C 3.7032 1.5848 -0.8828 0.246 0.087 0.380 0.210
C 4.5984 2.0099 -1.9914 -0.120 -0.042 -0.109 -0.642
N 1.3519 -0.6859 -2.4475 0.305 -0.053 -0.478 -0.329
N 0.6179 -1.2943 -1.5043 -0.384 -0.325 0.473 -0.359
C 0.4861 -2.5716 -1.8438 0.092 0.226 -0.016 0.161
C -0.2739 -3.5281 -0.9932 -0.006 0.085 0.029 -0.634
C 1.1568 -2.8028 -3.0463 0.077 0.263 -0.009 -0.360
C 1.6956 -1.5760 -3.3978 -0.059 -0.386 -0.032 0.210
C 2.5088 -1.2448 -4.5982 -0.008 0.131 0.064 -0.642
H -3.4372 3.0639 -1.0501 -0.068 0.028 0.012 0.223
H -2.4048 2.5717 0.3002 -0.087 0.024 0.041 0.224
H -3.2121 1.3471 -0.6818 -0.099 0.015 0.042 0.224
H -1.9021 3.7551 -3.2361 -0.076 0.130 -0.119 0.220
H 0.1552 3.7693 -4.9390 0.002 0.019 -0.042 0.224
H 0.8970 2.1680 -5.0792 0.072 0.011 -0.131 0.223
H 1.6892 3.4238 -4.1286 0.066 0.025 -0.053 0.223
H 2.3683 1.1354 -3.2779 0.191 0.089 -0.291 -0.037
H 1.5605 0.5230 2.6854 0.064 0.021 0.133 0.220
H 2.6143 1.9022 3.0602 -0.043 -0.015 0.069 0.223
H 3.2928 0.2753 2.9842 -0.036 -0.026 0.069 0.223
H 4.8618 1.9824 0.9550 0.223 0.091 0.035 0.220
H 5.5327 2.3805 -1.5769 0.026 0.010 -0.004 0.225
H 4.1404 2.8020 -2.5804 0.020 0.055 -0.104 0.223
H 4.8181 1.1770 -2.6562 0.050 -0.016 -0.107 0.223
H -0.6737 -3.0098 -0.1209 -0.032 -0.132 -0.001 0.219
H 0.3721 -4.3368 -0.6549 -0.011 -0.055 0.058 0.223
H -1.1006 -3.9664 -1.5503 -0.063 -0.040 0.022 0.223
H 1.2376 -3.7299 -3.5784 0.051 -0.135 -0.147 0.220
H 2.6382 -2.1371 -5.2054 0.012 -0.008 -0.033 0.225
H 3.4904 -0.8675 -4.3152 0.061 0.033 -0.054 0.223
H 2.0115 -0.4820 -5.1941 0.051 0.060 -0.126 0.223
```
Positions in Å, forces in eV/Å.

Output
HOMO level in eV: -8.58
Total charge: 0

***

Asked for calculated total energy across the records above, the calculation gives -2358.0549, -1110.7846 hartree in order.
Asked for orbital gap across the records above, the calculation gives 8.64, 9.13 eV in order.